The following is a DFT calculation (wB97M-V/def2-TZVPD) of one molecule with the formula C19H25N3O5S.

```
53
Properties=species:S:1:pos:R:3
C 3.367 -1.651 -3.436
C 2.742 -0.284 -3.678
C 1.259 -0.253 -3.289
C 1.053 -0.551 -1.832
C 1.431 0.321 -0.847
O 1.963 1.520 -1.091
N 1.315 0.020 0.469
C 0.823 -1.115 0.816
S 0.854 -1.446 2.542
C 2.136 -0.233 3.005
C 1.796 1.206 2.620
O 2.582 1.921 2.033
N 0.605 1.618 3.078
C 0.044 2.910 2.751
C -1.459 2.793 2.480
C -1.740 1.751 1.432
C -1.621 2.042 0.087
C -1.874 1.074 -0.874
C -2.229 -0.211 -0.504
O -2.518 -1.230 -1.353
C -2.571 -0.961 -2.733
C -2.315 -0.529 0.871
O -2.623 -1.829 1.150
C -2.833 -2.196 2.491
C -2.084 0.455 1.813
N 0.378 -2.024 -0.060
C 0.480 -1.820 -1.460
O 0.109 -2.701 -2.205
H 3.364 -1.892 -2.374
H 2.805 -2.423 -3.957
H 4.396 -1.670 -3.788
H 2.827 -0.027 -4.736
H 3.276 0.475 -3.104
H 0.858 0.738 -3.516
H 0.720 -1.006 -3.868
H 2.225 1.906 -0.236
H 3.067 -0.523 2.520
H 2.240 -0.322 4.087
H -0.009 0.951 3.519
H 0.221 3.611 3.576
H 0.573 3.277 1.868
H -1.826 3.766 2.152
H -1.970 2.532 3.409
H -1.341 3.036 -0.227
H -1.790 1.335 -1.917
H -3.340 -0.216 -2.963
H -2.825 -1.910 -3.201
H -1.606 -0.624 -3.118
H -3.128 -3.244 2.463
H -1.918 -2.096 3.086
H -3.635 -1.609 2.949
H -2.184 0.224 2.863
H -0.067 -2.885 0.236
```

SMILES: CCCc1c(O)nc(SCC(=O)NCCc2ccc(OC)c(OC)c2)[nH]c1=O
Molecular weight (g mol⁻¹): 407.5
Strongest force on any atom (eV/A): 0.87
Frontier orbital gap (eV): 8.33
Energy above the lowest of the compared OMol25 structures with the same formula, charge and spin (kJ/mol): 73.9
DFT total energy (a.u.): -1677.716046
E_HOMO (Ha): -0.2952

Atom charges from the Mulliken analysis, given in e for atoms 1 to 8: -1.08, -0.57, -1.84, 0.54, 0.68, -0.59, 0.03, 0.03